[1]
DFT (ωB97M-V with the def2-TZVPD basis set) results for a molecular structure, C29H42Br48N4O7P2.

Summary:
LUMO energy ... -0.0126 hartree
Total charge ... 0
Gap between HOMO and LUMO ... 9.1 eV
E_HOMO ... -9.41 eV
M ... 4456.02 g/mol

Last column: Löwdin charge in e.
Atoms and positions in Å:
C (2.30, -3.77, 0.57)  -0.075
C (1.80, -3.61, -0.87)  -0.250
O (0.75, -4.58, -1.11)  -0.172
P (-0.66, -4.01, -1.56)  0.471
O (-1.56, -5.11, -1.94)  -0.260
C (-1.46, -3.20, -0.14)  -0.159
C (-0.86, -1.92, 0.44)  -0.217
O (-0.52, -0.98, -0.59)  -0.186
P (-1.56, 0.21, -0.78)  0.394
O (-1.61, 1.09, 0.40)  -0.204
O (-2.97, -0.31, -1.26)  -0.193
C (-3.95, -0.62, -0.24)  -0.129
C (-5.27, -1.08, -0.93)  -0.667
N (-5.02, -1.83, -2.16)  0.089
N (-6.00, -1.98, -0.05)  0.072
N (-6.06, 0.10, -1.19)  0.104
O (-1.07, 1.01, -2.07)  -0.140
C (0.16, 1.68, -1.89)  -0.276
C (1.36, 1.03, -2.06)  -0.046
C (2.49, 1.80, -1.85)  -0.255
C (2.32, 3.14, -1.53)  -0.327
N (1.16, 3.77, -1.39)  0.102
C (0.07, 3.02, -1.57)  -0.052
O (-0.39, -3.06, -2.81)  -0.186
C (-1.54, -2.38, -3.36)  -0.292
C (-1.92, -2.99, -4.70)  -0.056
H (1.51, -4.22, 1.18)  0.080
H (3.14, -4.46, 0.59)  0.069
H (2.58, -2.82, 1.01)  0.046
H (1.46, -2.59, -1.02)  0.093
H (2.61, -3.79, -1.58)  0.088
H (-1.51, -3.94, 0.66)  0.116
H (-2.49, -2.99, -0.44)  0.069
H (-1.49, -1.45, 1.19)  0.118
H (0.08, -2.18, 0.95)  0.110
H (-4.16, 0.25, 0.38)  0.131
H (-3.62, -1.44, 0.40)  0.104
H (-4.77, -1.20, -2.92)  0.022
H (-4.31, -2.54, -2.04)  0.062
H (-5.54, -2.88, -0.12)  -0.022
H (-5.88, -1.71, 0.93)  0.058
H (-6.92, -0.16, -1.66)  0.062
H (-5.53, 0.71, -1.81)  0.074
H (1.40, -0.02, -2.33)  0.129
H (3.49, 1.39, -1.94)  0.095
H (3.20, 3.73, -1.36)  0.047
H (-0.90, 3.49, -1.46)  0.132
H (-2.40, -2.40, -2.70)  0.075
H (-1.22, -1.35, -3.53)  0.078
H (-1.03, -3.23, -5.27)  0.087
H (-2.54, -2.27, -5.25)  0.028
H (-2.54, -3.87, -4.54)  0.082
C (-7.29, -4.54, 2.19)  -1.622
Br (-5.55, -5.10, 1.56)  0.597
Br (-8.32, -6.02, 2.87)  0.542
Br (-7.15, -3.14, 3.50)  0.566
H (-7.82, -4.14, 1.34)  -0.035
C (3.46, 0.56, 2.51)  -1.575
Br (2.79, 0.83, 0.72)  0.780
Br (4.78, -0.84, 2.58)  0.537
Br (4.15, 2.19, 3.26)  0.574
H (2.62, 0.26, 3.13)  -0.022
C (-3.30, 1.23, -6.33)  -1.623
Br (-3.70, -0.16, -7.60)  0.589
Br (-3.21, 0.54, -4.54)  0.692
Br (-1.70, 2.18, -6.79)  0.589
H (-4.12, 1.94, -6.36)  -0.029
C (6.19, 4.49, 6.01)  -1.613
Br (7.28, 3.79, 4.59)  0.537
Br (4.62, 5.36, 5.33)  0.592
Br (5.78, 3.11, 7.28)  0.587
H (6.78, 5.24, 6.53)  -0.023
C (-8.09, -3.80, -3.74)  -1.631
Br (-8.87, -2.04, -3.65)  0.573
Br (-6.91, -3.98, -5.25)  0.536
Br (-7.22, -4.28, -2.11)  0.606
H (-8.90, -4.50, -3.89)  -0.045
C (4.19, 3.45, 10.77)  -1.673
Br (3.13, 2.04, 11.55)  0.565
Br (3.15, 5.04, 10.50)  0.574
Br (5.78, 3.79, 11.79)  0.570
H (4.51, 3.10, 9.80)  -0.117
C (3.78, 6.06, -4.27)  -1.606
Br (4.48, 6.36, -6.03)  0.559
Br (3.92, 4.22, -3.72)  0.713
Br (4.59, 7.24, -2.98)  0.565
H (2.73, 6.30, -4.30)  -0.021
C (6.81, -0.75, 7.56)  -1.647
Br (6.01, -1.01, 5.83)  0.544
Br (5.50, -0.26, 8.89)  0.554
Br (7.85, -2.27, 8.10)  0.580
H (7.49, 0.09, 7.47)  -0.050
C (10.22, 1.86, 2.82)  -1.651
Br (11.35, 0.45, 2.15)  0.583
Br (11.26, 3.35, 3.45)  0.574
Br (8.91, 2.41, 1.52)  0.568
H (9.68, 1.46, 3.67)  -0.037
C (11.95, 1.95, 7.12)  -1.661
Br (10.19, 2.68, 7.35)  0.542
Br (13.12, 2.45, 8.56)  0.586
Br (11.89, 0.04, 6.87)  0.570
H (12.36, 2.37, 6.21)  -0.067
C (6.51, -3.47, -2.53)  -1.649
Br (5.79, -2.80, -0.88)  0.567
Br (5.12, -3.79, -3.82)  0.580
Br (7.88, -2.32, -3.22)  0.580
H (6.97, -4.42, -2.31)  -0.030
C (-11.14, -2.00, 5.44)  -1.634
Br (-9.87, -1.26, 6.69)  0.573
Br (-11.70, -0.68, 4.15)  0.581
Br (-10.44, -3.57, 4.58)  0.519
H (-12.01, -2.29, 6.00)  -0.030
C (3.69, 10.61, -7.61)  -1.624
Br (3.16, 9.15, -8.75)  0.568
Br (4.02, 10.02, -5.81)  0.521
Br (5.20, 11.55, -8.33)  0.561
H (2.86, 11.30, -7.58)  -0.027
C (-12.16, -7.32, 5.30)  -1.649
Br (-10.81, -8.04, 4.13)  0.548
Br (-13.39, -6.18, 4.35)  0.561
Br (-13.08, -8.71, 6.26)  0.581
H (-11.66, -6.70, 6.03)  -0.034
C (6.29, 12.71, -3.80)  -1.635
Br (7.39, 12.07, -5.24)  0.555
Br (4.78, 13.72, -4.46)  0.562
Br (5.74, 11.29, -2.63)  0.548
H (6.89, 13.39, -3.22)  -0.033
C (-7.92, -7.59, -7.83)  -1.644
Br (-8.87, -6.95, -6.29)  0.558
Br (-9.00, -7.50, -9.42)  0.575
Br (-6.24, -6.69, -8.06)  0.563
H (-7.70, -8.64, -7.65)  -0.030


[2]
DFT (ωB97M-V with the def2-TZVPD basis set) results for 12 unconnected molecules or ions with the total composition C81H192N12O21.

Summary:
SMILES string ... CC1(C)CCCC(C)(C)N1O.CC1(C)CCCC(C)(C)N1O.CC1(C)CCCC(C)(C)N1O.COCCNCCOC.COCCNCCOC.COCCNCCOC.COCCNCCOC.COCCNCCOC.COCCNCCOC.COCCNCCOC.COCCNCCOC.COCCNCCOC
LUMO energy ... 0.0186 hartree
Total charge ... 0
Gap between HOMO and LUMO ... 8.8 eV
E_HOMO ... -8.34 eV
ΔE to the lowest compared entry with this formula, charge and spin ... 343.5 kJ/mol
M ... 1670.49 g/mol

Last column: Löwdin charge in e.
Atoms and positions in Å:
C (3.13, -1.63, -2.30)  -0.027
C (2.90, -1.04, -0.89)  -0.475
C (1.91, 0.11, -1.02)  -0.006
C (2.31, -2.21, 0.02)  -0.106
C (2.44, -1.97, 1.50)  -0.150
C (3.93, -1.67, 1.86)  -0.134
C (4.45, -0.49, 1.11)  -0.433
C (3.79, 0.82, 1.68)  -0.021
C (5.98, -0.49, 1.47)  -0.017
N (4.22, -0.72, -0.40)  -0.077
O (4.85, 0.31, -1.12)  -0.026
H (2.25, -2.00, -2.81)  0.075
H (3.66, -0.95, -2.97)  0.076
H (3.75, -2.51, -2.15)  0.067
H (1.56, 0.48, -0.06)  0.065
H (2.42, 0.92, -1.53)  0.048
H (1.04, -0.15, -1.62)  0.084
H (1.24, -2.33, -0.11)  0.091
H (2.81, -3.17, -0.13)  0.111
H (1.69, -1.29, 1.91)  0.092
H (2.23, -2.96, 1.90)  0.085
H (4.61, -2.51, 1.71)  0.114
H (3.93, -1.36, 2.91)  0.099
H (2.71, 0.92, 1.58)  0.050
H (4.16, 1.68, 1.13)  0.070
H (3.91, 0.92, 2.76)  0.079
H (6.51, 0.15, 0.77)  0.069
H (6.45, -1.47, 1.49)  0.078
H (6.14, 0.00, 2.44)  0.081
H (5.45, -0.23, -1.64)  0.107
C (-1.96, 7.28, 1.35)  -0.024
C (-1.06, 8.16, 2.25)  -0.451
C (-1.77, 8.38, 3.59)  -0.025
C (0.16, 7.22, 2.51)  -0.151
C (1.35, 7.96, 3.08)  -0.177
C (1.56, 9.23, 2.21)  -0.143
C (0.43, 10.22, 1.98)  -0.511
C (0.26, 10.96, 3.31)  -0.026
C (0.92, 11.23, 0.91)  -0.013
N (-0.71, 9.43, 1.56)  -0.119
O (-1.78, 10.23, 1.34)  0.004
H (-2.84, 7.87, 1.08)  0.079
H (-1.53, 7.12, 0.36)  0.080
H (-2.25, 6.35, 1.84)  0.077
H (-2.44, 7.58, 3.89)  0.091
H (-0.95, 8.35, 4.31)  0.069
H (-2.34, 9.30, 3.74)  0.080
H (-0.09, 6.55, 3.34)  0.110
H (0.45, 6.59, 1.68)  0.093
H (1.17, 8.21, 4.12)  0.101
H (2.27, 7.39, 3.16)  0.092
H (1.94, 8.82, 1.28)  0.090
H (2.48, 9.60, 2.68)  0.121
H (-0.57, 11.67, 3.25)  0.086
H (1.12, 11.56, 3.61)  0.086
H (0.18, 10.19, 4.07)  0.067
H (0.10, 11.83, 0.50)  0.076
H (1.49, 10.79, 0.09)  0.077
H (1.51, 12.01, 1.41)  0.076
H (-2.13, 10.33, 2.23)  0.069
C (-1.81, -9.31, 4.03)  -0.035
C (-1.65, -8.17, 2.95)  -0.425
C (-1.32, -6.85, 3.69)  -0.035
C (-0.43, -8.53, 2.02)  -0.117
C (-0.48, -7.75, 0.70)  -0.188
C (-1.83, -7.79, -0.06)  -0.111
C (-3.00, -7.39, 0.90)  -0.413
C (-3.00, -5.78, 1.06)  -0.007
C (-4.31, -7.76, 0.12)  -0.035
N (-2.96, -8.13, 2.18)  -0.149
O (-4.02, -7.82, 2.93)  -0.023
H (-2.76, -9.22, 4.55)  0.070
H (-1.90, -10.29, 3.56)  0.075
H (-0.97, -9.34, 4.72)  0.079
H (-0.81, -6.02, 3.19)  0.069
H (-2.24, -6.49, 4.14)  0.075
H (-0.64, -7.14, 4.49)  0.070
H (0.52, -8.28, 2.48)  0.105
H (-0.38, -9.60, 1.84)  0.112
H (-0.18, -6.72, 0.90)  0.085
H (0.33, -8.13, 0.09)  0.089
H (-2.00, -8.76, -0.51)  0.119
H (-1.72, -7.04, -0.85)  0.094
H (-3.45, -5.45, 2.00)  0.055
H (-3.52, -5.29, 0.24)  0.069
H (-2.06, -5.22, 1.15)  0.049
H (-5.23, -7.35, 0.52)  0.063
H (-4.49, -8.84, 0.07)  0.083
H (-4.30, -7.36, -0.89)  0.074
H (-4.53, -8.63, 2.91)  0.115
C (0.09, -4.76, -1.61)  -0.117
O (0.29, -5.91, -2.39)  -0.183
C (1.39, -6.77, -1.97)  -0.173
C (2.79, -6.51, -2.65)  -0.209
N (2.70, -6.85, -4.08)  -0.058
C (3.90, -6.37, -4.90)  -0.147
C (5.32, -6.95, -4.49)  -0.206
O (5.82, -6.46, -3.27)  -0.218
C (6.13, -5.04, -3.23)  -0.078
H (-0.90, -4.35, -1.82)  0.081
H (0.75, -3.94, -1.89)  0.067
H (0.24, -4.93, -0.54)  0.077
H (1.21, -7.84, -2.03)  0.120
H (1.64, -6.57, -0.93)  0.079
H (3.50, -7.17, -2.16)  0.110
H (3.10, -5.47, -2.48)  0.097
H (1.83, -6.53, -4.49)  0.093
H (3.98, -5.28, -4.87)  0.089
H (3.60, -6.65, -5.91)  0.106
H (6.13, -6.68, -5.16)  0.108
H (5.36, -8.04, -4.59)  0.118
H (6.52, -4.86, -2.23)  0.079
H (5.29, -4.37, -3.43)  0.062
H (6.87, -4.76, -3.98)  0.085
C (7.13, 7.56, 0.96)  -0.079
O (7.22, 7.34, 2.39)  -0.181
C (5.96, 7.09, 2.93)  -0.240
C (5.35, 5.74, 2.51)  -0.221
N (4.15, 5.50, 3.26)  -0.046
C (3.62, 4.21, 2.80)  -0.199
C (2.29, 3.85, 3.54)  -0.193
O (2.60, 3.58, 4.89)  -0.188
C (1.55, 2.98, 5.66)  -0.080
H (8.14, 7.77, 0.62)  0.088
H (6.52, 8.44, 0.77)  0.084
H (6.69, 6.73, 0.40)  0.067
H (5.22, 7.89, 2.85)  0.116
H (6.25, 7.02, 3.98)  0.125
H (6.09, 4.95, 2.67)  0.126
H (5.13, 5.69, 1.45)  0.099
H (4.29, 5.17, 4.21)  0.110
H (4.35, 3.40, 2.87)  0.104
H (3.35, 4.26, 1.75)  0.103
H (1.84, 3.00, 3.02)  0.095
H (1.57, 4.66, 3.38)  0.105
H (1.43, 1.93, 5.38)  0.060
H (0.66, 3.57, 5.44)  0.086
H (1.64, 2.94, 6.74)  0.084
C (4.95, -5.77, 0.35)  -0.116
O (4.51, -5.44, 1.61)  -0.177
C (3.43, -6.23, 2.03)  -0.239
C (3.11, -6.10, 3.49)  -0.234
N (2.37, -4.92, 3.81)  -0.054
C (2.52, -4.66, 5.25)  -0.176
C (2.22, -3.14, 5.55)  -0.165
O (3.38, -2.29, 5.23)  -0.184
C (3.13, -0.96, 5.63)  -0.137
H (4.13, -5.68, -0.36)  0.071
H (5.46, -6.74, 0.37)  0.100
H (5.75, -5.07, 0.09)  0.085
H (3.75, -7.27, 1.93)  0.121
H (2.52, -6.14, 1.44)  0.113
H (4.10, -6.05, 3.93)  0.120
H (2.57, -6.99, 3.82)  0.120
H (2.59, -4.11, 3.25)  0.073
H (3.52, -4.87, 5.61)  0.110
H (1.84, -5.35, 5.75)  0.112
H (1.92, -3.19, 6.60)  0.108
H (1.33, -2.74, 5.08)  0.109
H (2.30, -0.41, 5.20)  0.071
H (4.04, -0.45, 5.31)  0.084
H (3.21, -0.81, 6.71)  0.089
C (-8.37, -3.59, 5.59)  -0.079
O (-7.56, -4.09, 4.50)  -0.221
C (-7.78, -5.44, 4.19)  -0.215
C (-7.18, -5.93, 2.79)  -0.167
N (-8.07, -5.48, 1.72)  -0.072
C (-8.22, -4.05, 1.51)  -0.179
C (-6.93, -3.22, 1.32)  -0.212
O (-6.42, -3.42, -0.01)  -0.186
C (-5.31, -2.53, -0.28)  -0.084
H (-9.43, -3.70, 5.36)  0.086
H (-8.16, -2.52, 5.57)  0.074
H (-8.14, -3.87, 6.62)  0.084
H (-8.86, -5.59, 4.10)  0.113
H (-7.40, -6.09, 4.98)  0.113
H (-7.08, -7.02, 2.83)  0.110
H (-6.17, -5.53, 2.71)  0.089
H (-7.98, -6.05, 0.89)  0.102
H (-8.81, -3.68, 2.34)  0.107
H (-8.79, -3.94, 0.59)  0.122
H (-6.13, -3.55, 1.98)  0.079
H (-7.13, -2.17, 1.51)  0.108
H (-5.53, -1.47, -0.29)  0.081
H (-4.87, -2.78, -1.25)  0.071
H (-4.55, -2.70, 0.48)  0.062
C (-3.43, -8.22, -4.53)  -0.111
O (-3.96, -6.94, -4.47)  -0.199
C (-3.11, -5.95, -3.99)  -0.232
C (-3.84, -4.58, -3.74)  -0.176
N (-4.33, -4.03, -5.02)  -0.048
C (-4.90, -2.68, -4.78)  -0.184
C (-3.83, -1.59, -4.60)  -0.249
O (-3.10, -1.50, -3.41)  -0.226
C (-1.80, -0.87, -3.56)  -0.066
H (-3.20, -8.58, -3.53)  0.083
H (-2.58, -8.10, -5.19)  0.091
H (-4.11, -8.93, -5.01)  0.089
H (-2.39, -5.72, -4.78)  0.120
H (-2.54, -6.31, -3.13)  0.100
H (-3.09, -4.00, -3.21)  0.100
H (-4.72, -4.79, -3.13)  0.113
H (-4.94, -4.72, -5.43)  0.103
H (-5.56, -2.66, -3.92)  0.108
H (-5.43, -2.32, -5.66)  0.116
H (-4.31, -0.61, -4.61)  0.114
H (-3.18, -1.57, -5.47)  0.118
H (-2.05, 0.13, -3.92)  0.082
H (-1.22, -1.41, -4.30)  0.079
H (-1.23, -0.78, -2.63)  0.069
C (1.64, 8.95, -11.68)  -0.104
O (1.77, 8.07, -10.57)  -0.203
C (1.30, 8.64, -9.36)  -0.227
C (1.25, 7.49, -8.31)  -0.171
N (2.64, 6.93, -8.12)  -0.047
C (2.72, 5.78, -7.17)  -0.183
C (2.19, 6.00, -5.74)  -0.239
O (0.79, 5.88, -5.72)  -0.212
C (0.21, 6.30, -4.46)  -0.073
H (1.71, 9.99, -11.38)  0.079
H (0.66, 8.87, -12.15)  0.086
H (2.50, 8.76, -12.32)  0.088
H (0.35, 9.16, -9.52)  0.116
H (1.98, 9.41, -8.98)  0.118
H (0.58, 6.68, -8.59)  0.115
H (0.89, 8.01, -7.42)  0.108
H (2.98, 6.62, -9.02)  0.090
H (3.69, 5.29, -7.08)  0.112
H (2.10, 4.96, -7.55)  0.107
H (2.54, 6.98, -5.41)  0.124
H (2.48, 5.18, -5.08)  0.094
H (-0.87, 6.24, -4.29)  0.090
H (0.48, 7.35, -4.40)  0.083
H (0.66, 5.80, -3.60)  0.056
C (2.53, 7.10, -1.02)  -0.074
O (2.69, 5.67, -0.90)  -0.196
C (3.74, 5.13, -1.60)  -0.238
C (3.84, 3.61, -1.50)  -0.187
N (3.68, 2.79, -2.70)  -0.058
C (2.34, 3.00, -3.17)  -0.213
C (2.16, 2.20, -4.51)  -0.202
O (1.81, 0.86, -4.28)  -0.209
C (1.43, 0.10, -5.42)  -0.083
H (3.26, 7.72, -0.51)  0.081
H (1.61, 7.40, -0.51)  0.072
H (2.44, 7.42, -2.06)  0.083
H (4.69, 5.51, -1.20)  0.111
H (3.62, 5.46, -2.63)  0.114
H (3.20, 3.27, -0.69)  0.105
H (4.86, 3.32, -1.23)  0.114
H (3.71, 1.79, -2.60)  0.072
H (2.17, 4.06, -3.36)  0.080
H (1.69, 2.66, -2.37)  0.101
H (3.10, 2.41, -5.03)  0.122
H (1.37, 2.69, -5.08)  0.112
H (2.23, 0.02, -6.15)  0.087
H (0.60, 0.66, -5.87)  0.085
H (1.13, -0.90, -5.10)  0.075
C (-4.17, -2.88, 4.07)  -0.081
O (-4.24, -1.45, 4.21)  -0.205
C (-5.39, -0.74, 3.70)  -0.181
C (-5.01, 0.76, 3.65)  -0.176
N (-4.67, 1.29, 2.32)  -0.051
C (-5.82, 1.66, 1.47)  -0.194
C (-5.19, 2.30, 0.23)  -0.237
O (-4.35, 1.39, -0.47)  -0.202
C (-4.02, 2.02, -1.73)  -0.080
H (-3.13, -3.17, 4.21)  0.081
H (-4.41, -3.27, 3.08)  0.053
H (-4.80, -3.35, 4.82)  0.084
H (-6.31, -0.81, 4.28)  0.108
H (-5.69, -1.19, 2.76)  0.088
H (-4.19, 0.92, 4.35)  0.107
H (-5.84, 1.31, 4.08)  0.112
H (-4.08, 0.80, 1.67)  0.090
H (-6.54, 2.36, 1.89)  0.116
H (-6.49, 0.82, 1.27)  0.104
H (-4.62, 3.19, 0.49)  0.118
H (-6.00, 2.59, -0.45)  0.117
H (-4.77, 1.71, -2.46)  0.087
H (-3.05, 1.61, -2.02)  0.076
H (-3.91, 3.10, -1.72)  0.087
C (-0.36, 4.50, -0.50)  -0.091
O (-1.56, 4.11, 0.16)  -0.206
C (-1.44, 3.66, 1.52)  -0.188
C (-0.81, 2.24, 1.64)  -0.176
N (-1.00, 1.76, 3.02)  -0.052
C (-0.37, 0.47, 3.31)  -0.193
C (-1.02, -0.75, 2.61)  -0.210
O (-0.62, -0.80, 1.26)  -0.206
C (-1.38, -1.76, 0.56)  -0.086
H (0.22, 3.59, -0.63)  0.071
H (0.20, 5.18, 0.14)  0.057
H (-0.42, 4.98, -1.47)  0.082
H (-2.45, 3.63, 1.91)  0.114
H (-0.78, 4.32, 2.08)  0.096
H (0.24, 2.25, 1.32)  0.104
H (-1.46, 1.58, 1.06)  0.109
H (-1.96, 1.65, 3.31)  0.088
H (-0.43, 0.36, 4.39)  0.111
H (0.67, 0.57, 2.99)  0.093
H (-2.09, -0.77, 2.82)  0.108
H (-0.64, -1.69, 3.01)  0.112
H (-1.07, -1.83, -0.48)  0.071
H (-2.45, -1.56, 0.48)  0.079
H (-1.27, -2.73, 1.05)  0.084